# 1
{"formula": "C36H26N4O2PPtS", "method": "ωB97M-V/def2-TZVPD", "elements": ["Pt", "O", "C", "C", "C", "C", "C", "C", "C", "O", "N", "N", "C", "C", "C", "C", "C", "C", "N", "H", "H", "H", "H", "H", "H", "H", "H", "H", "H", "C", "C", "C", "C", "C", "C", "P", "C", "C", "C", "C", "C", "C", "C", "C", "C", "C", "C", "C", "C", "C", "C", "C", "H", "H", "H", "H", "H", "H", "H", "H", "H", "H", "H", "H", "H", "H", "H", "H", "S", "C", "N"], "positions_angstrom": [[0.077799, -0.294051, 0.083285], [-2.193244, 4.671413, 0.359317], [-2.747234, 4.110655, -0.738562], [-3.751049, 4.774601, -1.442070], [-4.316877, 4.210038, -2.566848], [-3.892895, 2.963885, -3.019105], [-2.899533, 2.305728, -2.328253], [-2.311870, 2.853176, -1.177400], [-1.287810, 2.068452, -0.483796], [-0.895740, 0.985766, -1.133992], [-0.778058, 2.456152, 0.664424], [0.034932, 1.482707, 1.168577], [0.672576, 1.589955, 2.269992], [1.463781, 0.402757, 2.610904], [2.214849, 0.296980, 3.769469], [2.974829, -0.841257, 3.986209], [2.987486, -1.840687, 3.028656], [2.211406, -1.684835, 1.895391], [1.450884, -0.604941, 1.700720], [-2.569988, 5.554284, 0.481015], [-4.077634, 5.747753, -1.096326], [-5.089813, 4.748559, -3.098212], [-4.328686, 2.521061, -3.901471], [-2.553613, 1.339757, -2.666042], [0.644517, 2.488386, 2.875719], [2.212199, 1.115121, 4.474663], [3.566774, -0.935434, 4.886254], [3.584248, -2.732881, 3.147170], [2.200363, -2.419824, 1.102333], [-0.864816, -3.524560, 5.371974], [0.008492, -3.687114, 4.304953], [-0.193935, -2.975853, 3.135015], [-1.265578, -2.094703, 3.020847], [-2.153344, -1.949698, 4.088741], [-1.948773, -2.668534, 5.257195], [-1.578069, -1.254507, 1.457300], [-2.717014, 0.120439, 1.772911], [-2.578655, 0.977578, 2.863758], [-3.411439, 2.074532, 2.992624], [-4.392685, 2.320752, 2.040693], [-4.539490, 1.468546, 0.957403], [-3.697688, 0.374717, 0.816962], [-2.396161, -2.429180, 0.403712], [-3.416116, -3.257214, 0.793466], [-4.016321, -4.099131, -0.158537], [-3.566347, -4.095632, -1.452437], [-2.485553, -3.280066, -1.865326], [-2.010364, -3.284156, -3.198021], [-0.973371, -2.472541, -3.541157], [-0.343942, -1.645486, -2.576293], [-0.742529, -1.641034, -1.270728], [-1.863370, -2.445470, -0.904955], [-0.708026, -4.076439, 6.288049], [0.838997, -4.375463, 4.380952], [0.465955, -3.140629, 2.296161], [-3.007718, -1.293871, 4.010052], [-2.644096, -2.559902, 6.077833], [-1.824363, 0.794861, 3.619120], [-3.297788, 2.739662, 3.836878], [-5.045448, 3.177090, 2.145401], [-5.302645, 1.651679, 0.213189], [-3.810258, -0.277100, -0.040730], [-3.775657, -3.250582, 1.815697], [-4.838048, -4.737873, 0.134072], [-4.034077, -4.736482, -2.188272], [-2.484225, -3.929055, -3.925361], [-0.603291, -2.455192, -4.557237], [0.463750, -1.024968, -2.915657], [2.164331, 0.401295, -0.907086], [2.000534, 0.658193, -2.565822], [1.908032, 0.830014, -3.701766]], "forces_ev_per_a": [[-0.24, 1.39, 0.65], [-0.12, 0.19, -0.01], [0.01, 0.12, 0.06], [0.01, -0.05, 0.00], [0.00, 0.00, -0.01], [0.04, 0.04, 0.09], [0.02, -0.05, 0.03], [0.05, 0.08, -0.11], [0.53, -0.13, -0.27], [-0.79, -0.51, 0.46], [0.17, -0.43, 0.42], [0.17, 0.57, -0.23], [0.00, -0.22, -0.08], [-0.06, 0.19, -0.06], [0.03, 0.01, -0.09], [0.01, 0.01, 0.00], [0.05, 0.04, -0.07], [0.28, 0.23, -0.13], [-0.17, -0.88, -0.21], [0.07, -0.14, -0.02], [-0.01, 0.04, 0.01], [-0.02, 0.01, -0.01], [-0.02, -0.02, -0.04], [0.02, -0.02, -0.01], [-0.03, -0.04, 0.05], [0.00, 0.02, 0.03], [0.00, 0.00, 0.01], [0.02, 0.00, -0.01], [-0.02, -0.01, 0.01], [0.04, -0.02, -0.02], [-0.04, 0.02, 0.02], [-0.09, -0.20, -0.04], [0.20, 0.30, 0.15], [0.06, -0.05, 0.00], [-0.04, 0.02, -0.02], [-0.88, 0.71, -0.37], [-0.21, -0.32, 0.08], [0.02, 0.01, 0.05], [-0.02, 0.01, -0.04], [-0.01, -0.01, -0.03], [0.06, 0.02, 0.02], [-0.08, 0.01, 0.01], [0.39, -0.17, -0.07], [-0.12, 0.08, -0.01], [0.01, 0.01, 0.01], [0.05, 0.04, 0.03], [-0.12, -0.07, 0.02], [0.03, 0.06, 0.04], [-0.03, 0.06, 0.04], [-0.05, -0.24, 0.04], [0.75, -0.70, -0.13], [-0.01, 0.03, -0.07], [0.00, -0.03, 0.02], [0.02, -0.02, 0.00], [-0.14, -0.08, -0.01], [-0.02, 0.04, -0.01], [-0.01, 0.01, 0.02], [0.03, -0.03, 0.00], [0.01, 0.02, 0.03], [0.00, 0.01, 0.01], [0.00, 0.04, -0.02], [0.01, -0.03, 0.00], [-0.01, 0.01, 0.00], [0.01, -0.02, 0.00], [-0.02, -0.03, -0.03], [-0.01, -0.03, -0.03], [0.00, 0.02, -0.02], [0.18, 0.08, -0.04], [0.24, 0.01, -0.33], [-0.19, 0.01, 0.42], [0.00, 0.04, -0.21]], "mulliken_charge": [1.171, -0.520, 1.566, -0.795, -0.584, -0.994, -0.550, -0.281, 0.377, -0.400, -1.227, 0.969, -0.511, 1.144, -1.091, -0.438, -0.935, -0.362, 0.387, 0.368, 0.335, 0.429, 0.464, 0.466, 0.411, 0.552, 0.473, 0.500, 0.649, -0.641, -0.682, -0.720, 0.924, -0.456, -0.751, 0.990, 0.585, -0.352, -1.051, -0.707, -0.695, -0.835, 0.595, -0.354, -1.086, -0.714, 0.616, -0.930, -1.094, -0.454, -0.152, 0.715, 0.431, 0.471, 0.533, 0.493, 0.466, 0.634, 0.433, 0.455, 0.449, 0.298, 0.535, 0.435, 0.435, 0.412, 0.477, 0.072, -0.307, 0.480, -0.525], "e_above_lowest_kcal_mol": 35.56, "charge": 1, "e_lumo_ha": -0.157, "total_energy_ev": -71174.1149}

***

# 2
{"formula": "C4H9NO", "method": "ωB97M-V/def2-TZVPD", "elements": ["C", "C", "O", "C", "N", "C", "H", "H", "H", "H", "H", "H", "H", "H", "H"], "positions_angstrom": [[0.333258, 1.202090, -0.839221], [-0.874114, 1.470023, 0.426762], [-0.510358, 0.763837, 1.600807], [-0.059197, -0.441258, 1.236513], [-0.255738, -0.821647, 0.056790], [0.447523, -1.928890, -0.493154], [1.183249, 1.781979, -0.502552], [0.856895, 0.305828, -1.298165], [-0.174936, 1.596438, -1.708527], [-1.112808, 2.483657, 0.842840], [-1.812082, 1.069542, 0.033449], [0.510619, -0.948230, 2.009983], [1.418366, -2.123132, -0.016748], [0.626159, -1.770087, -1.568740], [-0.215712, -2.780835, -0.385072]], "forces_ev_per_a": [[-0.62, 1.50, 0.54], [0.66, -0.42, -1.09], [0.11, -0.19, -0.11], [0.03, -0.62, -0.12], [-0.46, -0.89, 1.00], [-0.01, -0.58, 0.05], [0.06, 0.82, -0.26], [-1.18, 0.64, 1.21], [0.13, 0.86, -0.18], [0.93, -0.43, -1.10], [0.19, -0.07, -0.12], [0.18, 0.02, 0.12], [-0.16, -0.13, 0.00], [-0.07, 0.02, 0.29], [0.21, -0.51, -0.22]], "mulliken_charge": [-0.875, -0.415, -0.328, 0.099, -0.424, -0.896, 0.331, 0.242, 0.333, 0.308, 0.281, 0.389, 0.327, 0.297, 0.331], "smiles": "CCO/C=N/C", "e_above_lowest_kcal_mol": 86.76, "charge": 0, "e_lumo_ha": 0.041, "total_energy_ev": -7828.5579}